A molecular structure, C30H43Cl3LuN5O3Si in a non-equilibrium geometry, computed with ωB97M-V with the def2-TZVPD basis set.

Each line ends with the Mulliken charge.
Element x y z (Å)
C 2.740 -2.918 -2.452  -1.426
C 2.561 -1.975 -3.612  0.560
H 1.776 -3.320 -2.109  0.027
H 3.205 -2.451 -1.573  0.302
H 3.368 -3.774 -2.709  0.482
C 2.414 -2.441 -4.880  -0.027
C 2.493 -3.866 -5.239  -1.611
H 2.343 -1.752 -5.705  0.599
H 1.836 -4.482 -4.615  0.277
H 3.522 -4.220 -5.107  0.319
H 2.209 -4.021 -6.278  0.397
Lu 1.834 0.022 -0.118  0.810
Cl 2.953 -0.950 1.867  -0.621
Cl 3.634 1.842 -0.129  -0.626
C 0.707 2.893 0.273  -0.222
O 0.459 1.647 0.246  -0.089
N -0.264 3.779 0.369  0.211
C -1.643 3.373 0.572  -0.450
C -0.030 5.184 0.130  -0.910
H 1.730 3.296 0.184  0.421
H -1.753 2.789 1.486  0.146
H -2.017 2.804 -0.283  0.026
H -2.211 4.297 0.671  0.354
H 0.670 5.565 0.879  0.353
H -0.989 5.696 0.228  0.305
H 0.368 5.362 -0.877  0.330
H -0.201 -4.483 2.903  0.332
H -0.418 -4.162 -0.727  0.190
C -1.082 -4.010 2.462  -0.810
C -1.250 -3.901 -0.046  -0.545
N -0.738 -3.359 1.207  0.262
H -1.486 -3.285 3.172  0.267
C 0.136 -2.370 1.129  -0.723
O 0.391 -1.768 0.042  -0.248
H -1.909 -3.166 -0.536  0.135
H 0.655 -2.063 2.030  0.759
H -1.831 -4.765 2.241  0.286
H -1.815 -4.796 0.231  0.308
O 2.258 -0.164 -2.022  -0.120
C 2.640 -0.457 -3.326  -0.312
C 0.862 -0.009 -5.117  0.010
C 1.866 0.474 -4.275  0.437
H 0.494 -1.024 -4.966  0.644
C 0.351 0.786 -6.149  -1.192
H 3.710 -0.177 -3.509  0.276
C 2.164 1.847 -4.298  -0.327
H -0.375 0.355 -6.834  0.409
C 0.846 2.076 -6.327  -0.514
C 1.712 2.624 -5.370  -0.678
H 2.762 2.253 -3.473  0.441
H 0.533 2.663 -7.187  0.374
H 2.030 3.662 -5.454  0.397
Si -2.641 0.220 -2.963  0.501
Cl -1.709 -1.532 -3.372  -0.260
C -3.746 0.617 -4.392  -1.115
C -1.289 1.548 -2.892  -0.311
C -2.979 -0.176 -1.132  -0.569
H -3.971 1.687 -4.479  0.362
H -4.685 0.073 -4.219  0.334
H -3.372 0.319 -5.387  0.298
H -2.093 -0.668 -0.672  -0.268
H -3.852 -0.827 -1.015  0.489
H -3.172 0.734 -0.546  0.254
H -0.829 1.669 -3.897  0.101
H -0.532 1.162 -2.204  -0.320
H -1.680 2.504 -2.544  0.469
N 0.535 0.769 11.814  -0.501
C 0.358 0.693 10.662  0.062
C 0.135 0.600 9.246  0.382
C -1.172 0.657 8.752  -0.997
C -1.417 0.571 7.382  -0.457
C -0.337 0.419 6.501  1.843
C 0.980 0.347 6.982  -0.482
C 1.208 0.449 8.357  -1.048
N -0.569 0.300 5.117  0.318
C -1.810 0.415 4.474  -0.239
C -1.594 0.094 3.149  -1.169
N -0.253 -0.199 2.965  0.128
C 0.339 -0.066 4.138  -0.522
H -2.014 0.767 9.429  0.423
H -2.437 0.606 6.999  0.256
H 1.819 0.222 6.295  0.368
H 2.227 0.413 8.742  0.425
H -2.726 0.660 4.990  0.376
H -2.316 0.037 2.341  0.561
H 1.377 -0.243 4.354  0.314

## Properties
* electronic energy: -4574.3211 Ha
* HOMO-LUMO gap: 7.621 eV
* ΔE to the lowest compared entry with this formula, charge and spin: 110.7 kJ/mol